Entry 1:
The following is a DFT calculation (wB97M-V/def2-TZVPD) of 3 unconnected molecules or ions with the total composition C46H76Br2N3O9P.

Charge ... 0
HOMO (alpha / beta) ... -8.9 / -9.5 eV
2S+1 ... 3
Max |F| ... 4.0 eV Å⁻¹

Atoms and positions in Å:
C: -0.86983 4.65949 -0.47263
C: 0.28161 4.02010 -1.33288
C: -0.20727 3.16249 -2.55571
C: -0.74068 1.73421 -2.18817
C: -0.90033 0.84015 -3.49989
C: -0.43654 -0.64058 -3.30746
C: 1.12203 -0.82787 -3.07929
C: 1.78021 -1.94532 -3.97458
C: 2.67907 -2.87961 -3.04438
C: 3.94251 -2.09800 -2.52041
C: 4.63812 -2.77209 -1.26822
C: 3.55402 -2.87644 -0.13836
C: 3.03695 -4.23434 0.10524
C: 2.03042 -4.50612 1.10663
C: 1.54112 -3.31303 1.82676
C: 2.02233 -1.96637 1.62356
C: 1.37658 -0.83034 2.49265
C: -0.06847 -0.56247 1.84279
C: -0.45548 0.95736 1.81264
C: -0.84258 1.45827 3.26215
O: 0.13036 2.50587 3.60867
C: 0.33549 2.39374 5.00148
C: -0.96541 2.54204 5.88846
O: 1.42096 2.16488 5.44473
C: 3.08167 -1.69977 0.63029
C: 3.65379 -0.28937 0.42348
Br: 2.93158 1.06428 -0.76919
C: 4.77596 0.05314 1.12702
C: 5.40907 1.47528 0.92403
Br: 5.60983 -1.17292 2.39424
C: 0.48072 -3.89264 2.79817
O: -0.11164 -3.26568 3.62967
N: 0.35246 -5.31775 2.51635
P: -1.24241 -5.79600 1.97734
O: -1.59593 -7.04319 2.69422
O: -1.26481 -6.06683 0.32769
O: -2.39260 -4.65510 2.28388
C: 1.36280 -5.82321 1.57265
O: 1.56833 -6.94354 1.24962
H: -1.48428 3.88300 0.04439
H: -1.47933 5.39735 -1.06160
H: -0.36743 5.27250 0.32937
H: 0.87132 4.88300 -1.76263
H: 0.97789 3.49232 -0.63401
H: -1.02417 3.74920 -3.05731
H: 0.66929 3.07883 -3.26042
H: -1.76138 1.83909 -1.72229
H: -0.11092 1.17397 -1.45224
H: -0.45379 1.31390 -4.40980
H: -2.01381 0.79901 -3.68977
H: -0.95493 -1.10972 -2.42505
H: -0.71027 -1.28884 -4.19046
H: 1.27304 -1.13405 -2.00414
H: 1.64175 0.14935 -3.28051
H: 2.38177 -1.53398 -4.82917
H: 0.98063 -2.61095 -4.39280
H: 1.98850 -3.24027 -2.24176
H: 3.03085 -3.79114 -3.60193
H: 4.69536 -2.10977 -3.36350
H: 3.77093 -1.02134 -2.28237
H: 5.43098 -2.09333 -0.86470
H: 5.10482 -3.75442 -1.51927
H: 3.43666 -5.08256 -0.48914
H: 1.22702 -1.24049 3.52250
H: 1.96345 0.11722 2.46192
H: -0.85906 -1.22906 2.27836
H: 0.02403 -0.88714 0.76263
H: -1.39361 1.04280 1.18753
H: 0.30242 1.60523 1.30632
H: -0.67145 0.60306 3.96693
H: -1.89647 1.82709 3.29321
H: -1.33463 1.49725 6.05646
H: -1.73319 3.05734 5.25312
H: -0.76923 3.11082 6.82318
H: 4.73258 2.28427 1.30727
H: 6.39388 1.58330 1.43699
H: 5.59639 1.67816 -0.16705
H: -2.21517 -6.07339 0.08959
H: -2.27891 -3.85561 1.73462
C: -2.05730 -7.80854 -6.27328
C: -1.20174 -6.79169 -5.48421
C: -1.00752 -7.24256 -4.02385
C: -2.21055 -6.99302 -3.12483
C: -2.65368 -5.53669 -3.22397
C: -2.93215 -5.10200 -4.66974
N: -1.80754 -5.43093 -5.60135
O: -0.84263 -4.54772 -5.38529
C: -4.25213 -5.76377 -5.13393
C: -3.26503 -3.59677 -4.68329
C: 0.17687 -6.90904 -6.16915
H: -3.12541 -7.75230 -6.08871
H: -1.92651 -7.66988 -7.34974
H: -1.75996 -8.83217 -6.03553
H: -0.15170 -6.71165 -3.59072
H: -0.74815 -8.30391 -3.98976
H: -3.02709 -7.67316 -3.38780
H: -1.94428 -7.22272 -2.08910
H: -3.54663 -5.39117 -2.60672
H: -1.87423 -4.90251 -2.78510
H: -4.39688 -5.64419 -6.20968
H: -5.11172 -5.30472 -4.63905
H: -4.31923 -6.82115 -4.88394
H: -2.47012 -2.98470 -4.25487
H: -4.15579 -3.39208 -4.08668
H: -3.46102 -3.24713 -5.70010
H: 0.13931 -6.55413 -7.20175
H: 0.49953 -7.95150 -6.18937
H: 0.95330 -6.34932 -5.64508
C: 1.43681 7.89462 5.02600
C: 0.45622 6.81863 4.50686
C: 0.34294 6.86324 2.97309
C: -0.53920 7.98494 2.44071
C: -1.90550 7.95208 3.11852
C: -1.80468 7.99314 4.64939
N: -0.86053 6.96869 5.19539
O: -1.47425 5.79300 5.13994
C: -1.38457 9.42108 5.07393
C: -3.21774 7.84601 5.24760
C: 1.18303 5.50401 4.85652
H: 1.03698 8.90320 5.06103
H: 1.76320 7.66087 6.04280
H: 2.32874 7.94151 4.39743
H: -0.07010 5.91442 2.61314
H: 1.33731 6.94490 2.52512
H: -0.04901 8.95306 2.58603
H: -0.66661 7.86706 1.36070
H: -2.50523 8.79296 2.75606
H: -2.43226 7.04469 2.80160
H: -1.11253 9.45497 6.13105
H: -2.20632 10.12683 4.92876
H: -0.56328 9.82540 4.48482
H: -3.71725 6.92986 4.92998
H: -3.86167 8.66596 4.92519
H: -3.18518 7.86149 6.33998
H: 1.25744 5.36529 5.93802
H: 2.19831 5.51206 4.45612
H: 0.68937 4.63247 4.43506

---

Entry 2:
The following is a DFT calculation (wB97M-V/def2-TZVPD) of a single C2H4N2O molecule.

Charge ... 0
Structure (SMILES) ... C=NC(N)=O
HOMO ... -9.8 eV
Relative energy (zero: lowest compared OMol25 entry of this formula, charge and spin) ... 35.5 kcal/mol
Max |F| ... 5.7 eV Å⁻¹

Atoms and positions in Å:
C: -1.50156 0.13065 -0.84884
N: -0.74079 -0.41421 -0.01584
C: 0.57131 -0.63578 -0.04868
N: 1.25108 0.14223 1.36435
O: 1.26996 -1.35908 -0.67169
H: -2.56238 0.14132 -0.63798
H: -1.16092 0.61866 -1.76468
H: 0.68823 0.96721 1.54047
H: 2.18507 0.40900 1.08289

---

Entry 3:
The following is a DFT calculation (wB97M-V/def2-TZVPD) of 15 unconnected molecules or ions with the total composition H31O15.

Charge ... +1
HOMO ... -13.7 eV
Relative energy (zero: lowest compared OMol25 entry of this formula, charge and spin) ... 13.0 kcal/mol
Max |F| ... 1.7 eV Å⁻¹

Atoms and positions in Å:
O: 0.50103 -0.57370 -4.29935
H: 1.25534 -0.25738 -3.79612
H: 0.61422 -0.24446 -5.19278
O: 2.20818 3.05718 -0.51255
H: 2.42390 3.95066 -0.25494
H: 3.02237 2.69289 -0.85337
O: -0.91426 -2.67211 -2.59257
H: -0.12755 -2.27305 -2.05568
H: -1.78421 -2.44564 -2.02545
O: 2.82526 0.78094 -2.35792
H: 3.61967 1.26572 -2.60197
H: 2.79552 0.92003 -1.39538
O: 0.03397 1.07818 -0.30077
H: -0.73135 1.66629 -0.36452
H: 0.81469 1.65544 -0.38102
O: 0.71217 -1.14061 -1.60371
H: 1.54651 -0.80204 -1.94676
H: -1.05807 -2.05703 -3.33409
O: 2.30189 -0.79762 3.97881
H: 2.34133 -0.49077 4.89505
H: 3.14960 -0.46152 3.65200
O: -2.26044 -1.61923 0.64460
H: -1.35056 -1.76455 0.96937
H: -2.41952 -0.72365 0.99573
O: -1.76874 3.55902 0.34406
H: -2.60378 3.08558 0.35710
H: -1.88543 4.40868 -0.08101
O: 0.61493 -0.68760 1.97779
H: 0.60452 -0.49710 -0.85624
O: 2.70930 0.75225 0.72417
H: 2.65200 1.46709 1.37395
H: 2.03316 0.19426 1.15891
O: -2.79707 1.11945 1.23272
H: -3.73932 1.06189 1.32285
H: -2.29917 1.21731 2.05278
O: -3.17924 -2.10677 -1.76586
H: -2.95292 -1.39229 -1.14768
H: -3.61591 -2.85427 -1.34880
O: 0.09079 -2.91455 0.66571
H: 0.84295 -3.44679 0.38157
H: 0.19531 -2.95229 1.62336
O: -1.26214 1.70195 3.44741
H: -0.92762 0.88958 3.84229
H: -1.18931 2.37694 4.12905
H: 1.06985 -0.58239 2.84964
H: 0.09751 0.11716 1.82911

---

Entry 4:
The following is a DFT calculation (wB97M-V/def2-TZVPD) of a molecular structure, C25H50NO3PPdSSi.

Charge ... +2
HOMO (alpha / beta) ... -12.2 / -14.2 eV
2S+1 ... 5
Max |F| ... 7.8 eV Å⁻¹

Atoms and positions in Å:
C: -1.20124 3.36792 -3.34742
C: -0.34477 2.32588 -3.71956
C: 0.04015 1.31552 -2.81463
C: -0.46836 1.34172 -1.48605
C: -1.27998 2.45052 -1.10002
C: -1.64901 3.44275 -2.02477
C: 1.05425 0.28855 -3.28357
C: 2.09223 -0.04477 -2.19768
N: 3.32407 0.73153 -2.32054
Pd: 0.00000 0.00000 0.00000
C: -1.63377 2.60786 0.36860
P: -0.12642 1.97916 1.25900
H: 0.05284 2.29109 -4.74113
H: -2.27573 4.28126 -1.69849
H: -1.48881 4.13458 -4.07495
H: -2.47126 1.95097 0.67204
H: -1.89405 3.64938 0.63118
H: 0.55685 -0.65238 -3.56138
H: 1.55296 0.67703 -4.18859
H: 1.62754 0.05486 -1.18368
C: -0.53604 2.02154 3.05752
C: 1.10301 3.33698 1.04802
H: 2.36704 -1.11161 -2.32048
C: 3.18927 2.11246 -1.88031
C: 4.44536 0.06441 -1.67742
H: -0.00289 -1.16303 1.38347
H: 4.13720 2.65077 -2.05567
H: 2.39982 2.62194 -2.45691
H: 2.93705 2.20560 -0.79389
H: 5.37493 0.63062 -1.86575
H: 4.32756 -0.03768 -0.56927
H: 4.56325 -0.94838 -2.10090
H: 0.74036 4.28648 1.47984
H: 2.05315 3.05068 1.52932
H: 1.27851 3.46374 -0.03297
H: -0.85320 3.03120 3.37311
H: -1.35027 1.30461 3.25567
H: 0.34760 1.72036 3.64550
H: 0.80742 -1.09627 1.18331
C: 1.78820 -4.42243 2.38018
C: 0.57822 -4.75948 1.49368
C: 1.02988 -4.85179 0.02790
C: -0.01687 -6.09686 1.96592
O: -0.29856 -3.84055 1.60104
Si: -1.60920 -3.14454 0.99857
S: -0.92892 -2.04373 -0.88461
O: -2.64913 -4.31404 0.66304
C: -3.49256 -4.91505 -0.08384
C: -3.64828 -4.14889 -1.39674
C: -2.98357 -6.33367 -0.36240
C: -4.85613 -5.00582 0.62865
O: -2.25765 -2.30533 2.21879
C: -3.03372 -1.49071 2.83113
C: -3.25755 -0.27982 1.92872
C: -4.38999 -2.13390 3.16963
C: -2.36948 -1.07593 4.16247
H: 2.56582 -5.21404 2.28666
H: 1.48831 -4.36073 3.44976
H: 2.23802 -3.45146 2.08570
H: 1.78806 -5.64977 -0.10515
H: 0.16335 -5.07360 -0.63177
H: 1.47189 -3.88346 -0.29557
H: -0.32106 -6.03837 3.03448
H: -0.90865 -6.35387 1.37447
H: 0.72014 -6.92046 1.85149
H: -2.67511 -4.09207 -1.92914
H: -4.38031 -4.65236 -2.06244
H: -4.00490 -3.11257 -1.19927
H: -2.92303 -6.92142 0.58021
H: -3.67482 -6.87290 -1.04528
H: -1.97765 -6.30458 -0.83269
H: -4.75584 -5.52940 1.60397
H: -5.27677 -3.99998 0.80483
H: -5.58411 -5.56739 0.00410
H: -3.78196 -0.57769 0.99720
H: -3.85544 0.50995 2.44320
H: -2.26611 0.10264 1.65087
H: -4.25622 -3.02685 3.81373
H: -5.03709 -1.40945 3.70879
H: -4.92482 -2.42489 2.25051
H: -2.28463 -1.94635 4.84652
H: -1.34219 -0.69878 4.00244
H: -2.97040 -0.29495 4.67903

---

Entry 5:
The following is a DFT calculation (wB97M-V/def2-TZVPD) of 2 unconnected molecules or ions with the total composition C3H12N4.

Charge ... 0
Structure (SMILES) ... [H]/N=C/N.CNCN
HOMO ... -8.8 eV
Relative energy (zero: lowest compared OMol25 entry of this formula, charge and spin) ... 12.5 kcal/mol
Max |F| ... 0.3 eV Å⁻¹

Atoms and positions in Å:
H: -3.87207 2.41927 0.44882
N: -3.08803 2.83029 -0.05422
C: -2.36357 1.89211 -0.51825
N: -1.27843 2.12560 -1.30973
H: -2.57420 0.83444 -0.36154
H: -0.53057 1.43949 -1.33815
H: -1.00187 3.09486 -1.35506
C: 1.19475 -2.58802 0.99733
N: 1.94559 -1.36966 0.74277
C: 1.12303 -0.21844 0.39071
N: 0.88970 -0.06550 -1.03983
H: 1.87115 -3.36578 1.33414
H: 0.39949 -2.46312 1.74120
H: 0.72331 -2.93406 0.07775
H: 2.53936 -1.14226 1.52720
H: 1.61279 0.67663 0.76007
H: 0.14014 -0.28643 0.87350
H: 1.77852 0.04569 -1.51449
H: 0.49091 -0.92511 -1.40222

---

Entry 6:
The following is a DFT calculation (wB97M-V/def2-TZVPD) of a molecular structure, C8H10N3O6Sr.

Charge ... -1
HOMO ... -4.3 eV
Max |F| ... 3.5 eV Å⁻¹

Atoms and positions in Å:
Sr: -0.76178 -0.88556 -0.77391
O: 3.34752 3.57184 -0.86361
C: 3.97053 2.42194 -0.53001
O: 5.14752 2.46654 -0.17171
C: 3.25762 1.13894 -0.62161
C: 3.96382 -0.04716 -0.46721
N: 3.08432 -1.06326 -0.56201
N: 1.83322 -0.67976 -0.77391
C: 1.87022 0.70554 -0.79621
C: 0.70982 1.80244 -1.00451
O: 1.18962 2.91824 -1.41891
O: -0.55598 1.68144 -0.77391
H: 2.40522 3.41974 -1.16831
H: 5.01612 -0.22016 -0.29141
H: 3.26663 -2.05726 -0.49171
N: -3.35738 -0.88556 -0.74541
C: -3.68128 -0.57776 0.63969
C: -3.03958 -1.58476 1.57759
C: -1.90068 -0.87786 2.29899
O: -2.20828 -0.38716 3.42389
O: -0.79028 -0.88556 1.69839
H: -3.79778 -0.26086 -1.40341
H: -3.61098 -1.85286 -0.99581
H: -4.77058 -0.63046 0.74739
H: -3.38538 0.45414 0.85799
H: -2.66718 -2.48006 1.06619
H: -3.77338 -1.92726 2.31749
H: -0.76178 -3.27746 -0.77391

---

> What is the formula in the sixth record?

C8H10N3O6Sr

---

> Which value of charge does entry 1 give?

0

---

> The lowest max |F| belongs to which entry?

C3H12N4

---

> The highest max |F| belongs to which entry?

C25H50NO3PPdSSi